# C32H64AlBr21I

C32H64AlBr21I as an isolated structure at a distorted geometry (wB97M-V/def2-TZVPD, the OMol25 dataset).

Geometry as XYZ:
```
119
Properties=species:S:1:pos:R:3:forces:R:3
Al -0.702820 -2.849684 0.719964 0.30 0.35 -0.92
C 1.700980 6.014507 4.221176 -0.01 -0.22 -0.18
Br 3.875172 7.491665 -6.834457 0.00 -0.04 0.02
H 2.448403 6.689632 6.114522 0.00 0.01 -0.02
H -1.080261 -6.949804 5.385734 -0.09 -0.10 0.01
H -2.811484 7.731530 -0.520712 -0.05 0.00 0.02
C 0.796392 -7.026020 4.327220 -0.61 -0.52 -0.13
C -0.699859 -6.726063 4.386580 -0.04 0.20 0.19
H -0.804891 -5.109835 -0.590297 0.12 0.25 -0.38
C -0.014456 -10.152019 6.891460 -0.08 0.15 0.14
Br -0.032829 7.636598 -3.443773 0.07 0.00 0.07
H -1.922944 5.190661 3.596739 -0.01 0.05 0.02
H 2.689035 6.110368 3.774830 0.03 0.04 0.06
Br 0.928180 4.413748 3.432885 0.07 0.13 0.02
C 4.106699 3.397750 1.406862 -0.34 -0.09 0.04
H 1.280093 -10.251699 -1.970501 -0.05 -0.02 -0.01
C 0.641155 -1.468869 -0.039691 0.00 -1.10 1.59
H 1.818483 -0.373019 1.436466 0.58 0.82 -0.87
H -4.451274 9.880288 -1.978225 0.05 0.00 -0.02
H 5.216073 5.395494 -6.902602 -0.03 -0.03 -0.01
H 2.967292 4.897908 0.335848 0.03 -0.05 0.01
H 2.478805 -7.171712 3.061635 0.05 -0.17 -0.02
H 1.578201 -2.016129 -0.164052 -0.07 -0.20 -0.20
H -5.553249 -4.210614 0.324233 -0.05 0.00 0.01
C -0.105279 1.117261 -8.161424 0.01 -0.02 0.26
H 3.913277 6.312992 -9.523773 0.03 0.04 0.01
C -4.844217 -3.443155 0.648888 -0.20 -0.54 0.10
Br -2.307951 2.741430 3.729502 -0.03 0.05 -0.07
H 0.075917 6.624517 -6.218133 0.02 0.04 0.02
H 3.996516 3.768936 2.425438 0.01 0.06 -0.01
Br 1.195899 1.335309 -6.736081 0.04 0.06 -0.06
C -2.599118 -2.371165 0.149220 0.45 -0.57 0.29
Br -4.330296 5.227054 1.972108 -0.52 0.14 0.22
C 1.111934 6.334947 -4.331561 0.05 0.07 0.03
H 0.360956 -12.259073 6.795970 -0.03 0.02 -0.01
Br 1.716339 0.699342 -10.337349 0.02 -0.04 0.04
H -3.021923 -4.523004 0.129190 -0.01 -0.07 0.16
H -2.596426 4.562768 0.412241 0.37 -0.08 -0.20
H 5.046030 2.861417 1.316381 0.05 0.06 -0.02
H -1.158777 3.718896 1.006794 0.03 0.03 0.01
H -0.234942 2.091567 -8.621640 -0.01 -0.01 -0.05
Br 0.573878 -8.593931 7.890579 0.03 -0.02 -0.03
H -0.927384 -5.386094 2.058633 0.01 -0.13 0.22
C -4.062619 5.006154 3.885931 0.14 0.17 -0.08
H -0.605103 -8.547664 -1.460221 0.06 0.02 0.01
C -3.523296 -3.581951 -0.098590 -0.26 0.90 -0.18
H -2.411114 4.700093 5.227765 -0.03 0.05 0.00
H 1.096287 -7.998319 2.410717 -0.27 0.01 -0.09
Br 2.682185 2.103287 1.164513 0.68 -0.02 0.09
H 1.310320 -6.317980 4.977497 0.20 0.10 -0.13
C -1.725951 3.978886 0.115961 -0.21 -0.14 -0.18
H -0.515802 -0.206471 -9.796031 -0.02 0.02 0.02
H -0.912222 -5.673307 4.211859 0.06 0.09 -0.09
C 3.988694 4.538787 0.429869 0.22 0.15 0.05
H -1.369275 4.751160 -1.880593 -0.02 -0.02 0.00
H -3.755614 -3.594063 -1.162277 0.08 -0.25 -0.11
H 0.697982 -0.831511 -8.661656 0.00 0.01 0.04
Br -0.932915 4.568447 -5.236373 -0.08 0.05 -0.06
H 0.940815 -8.016720 4.772009 0.20 0.01 0.13
C 0.499986 5.832778 -5.609079 -0.02 -0.23 0.03
H -0.002315 1.607837 1.008493 0.49 0.19 1.38
C 0.835750 -11.359419 7.181311 0.09 -0.09 -0.18
C 4.361552 5.555856 -8.888812 -0.09 -0.22 -0.03
C -0.135366 -4.707434 0.173005 -0.38 -0.04 1.10
C 0.983244 -9.939855 -0.971368 0.18 0.15 -0.09
Br -1.670706 9.888884 -1.012472 -0.05 -0.06 0.06
H 1.428739 -4.939933 2.591666 -0.13 0.09 0.11
H -4.724698 -3.570102 1.725090 0.13 0.10 0.08
Br -5.050525 9.419495 0.391399 0.01 0.06 -0.05
H -1.028538 0.826344 -7.665078 -0.01 -0.03 -0.03
C -2.955540 8.455876 -1.316505 0.08 0.12 -0.11
H 2.197135 4.933717 6.032540 -0.02 -0.03 -0.04
Br 4.563314 4.027487 -1.359208 -0.06 0.01 0.00
H -4.788005 4.274748 4.226005 0.04 -0.07 -0.02
C -2.636813 4.605624 4.167934 -0.06 -0.31 0.17
H -1.270706 -7.291524 3.649170 0.01 -0.15 -0.01
H 1.039906 -11.480525 8.239887 -0.02 0.03 0.02
C -0.456962 -9.504938 -0.969924 -0.21 -0.11 0.10
H 5.925430 6.660306 -7.926044 0.00 -0.01 -0.03
H -3.010561 -1.740028 0.934161 -0.18 0.18 -0.11
Br -1.174063 -9.325669 0.829316 -0.01 -0.19 -0.06
H -5.035759 8.218006 -1.765830 0.03 -0.03 0.00
H 0.882624 -4.626684 -0.212309 0.01 -0.17 -0.30
H 1.083187 6.852193 3.913408 0.02 0.05 0.05
H -1.077276 -10.259460 -1.449139 0.03 -0.01 -0.03
H -1.040467 -10.327412 7.207298 0.00 -0.04 0.00
I -0.675651 -2.526633 3.338015 -0.11 -0.19 0.00
H 1.926797 -5.908010 1.237129 0.08 0.01 -0.03
H 1.176537 -10.742514 -0.267046 -0.05 -0.01 0.01
C -4.365510 8.981378 -1.377123 -0.10 -0.14 0.16
H 2.044879 6.856460 -4.529486 -0.02 0.01 -0.04
C -0.169243 -5.730463 1.354224 -0.27 0.63 -0.43
H -5.305524 -2.472368 0.474876 0.06 0.11 -0.09
H 4.641670 5.362077 0.714922 0.03 -0.02 0.00
Br 0.853269 3.916118 -1.136460 -0.28 0.11 -0.29
H 0.272499 -1.096343 -0.987174 -0.12 -0.02 -0.05
C 1.395060 -7.084965 2.923140 0.61 0.68 0.43
Br 2.957058 4.290264 -8.434838 0.02 0.03 0.01
H 1.286115 5.538352 -3.613176 -0.01 -0.02 0.00
H -2.675005 8.009558 -2.268030 -0.02 -0.01 -0.01
C 5.006657 6.141509 -7.662099 0.02 0.19 -0.01
H -0.705740 5.740799 -0.563470 -0.01 0.00 0.01
C 0.314653 0.060047 -9.146239 -0.02 0.06 -0.19
H -0.538903 -6.694906 0.992884 0.40 -0.05 0.11
Br -2.592044 -1.210827 -1.463355 -0.13 -0.03 0.08
H 5.087148 4.983622 -9.462725 0.04 0.02 0.03
C -0.126319 0.540690 1.168514 0.48 -0.11 0.40
Br 2.178869 -8.480617 -0.510441 -0.03 -0.04 0.05
C -0.903289 4.723203 -0.899489 0.12 0.13 0.04
H 1.236508 5.282586 -6.190897 0.03 0.00 0.03
Br 0.093557 6.135254 6.595362 0.02 -0.05 0.00
H -4.287855 5.973836 4.329610 0.04 0.02 -0.01
H -1.079136 0.231757 1.583205 -0.65 -0.29 -1.50
C 0.867682 -0.380549 0.906887 -0.92 0.35 -0.31
H -0.002221 -9.871790 5.842219 0.02 -0.03 -0.02
C 1.185238 -5.850284 2.040511 -0.02 -0.53 -0.33
C 1.814999 5.899261 5.717527 -0.03 0.18 0.09
Br -2.432865 2.315710 -0.593900 0.00 0.12 -0.03
Br 2.559844 -11.261905 6.284805 0.00 0.01 0.07
```
Positions in Å, forces in eV/Å.

Its highest occupied orbital energy is -3.50 eV. The net charge is -1. For the largest force on an atom, the calculation gives 1.94 eV Å⁻¹. The LUMO energy is 1.475 eV. The value obtained for the total energy is -55852.18347 Ha.

These are the Löwdin partial charges, in e, on atoms 1 to 6: Al -0.032; C -0.675; Br 0.647; H 0.055; H 0.052; H 0.042